# 1
The following is a DFT calculation (ωB97M-V/def2-TZVPD) of one molecule with the formula C2H2ClF3.

The HOMO-LUMO gap comes out at 0.4567 hartree. The HOMO energy comes out at -0.426 Ha. Its calculated total energy is -837.1835 a.u. As for the SMILES: FC(F)[C@H](F)Cl.

Structure (XYZ):
```
8
Properties=species:S:1:pos:R:3:forces:R:3
F -0.4257 -1.1617 -1.3038 0.03 -0.11 0.00
C -0.4345 -0.6430 -0.0460 -1.51 0.40 0.32
F 0.0828 -1.5237 0.7841 0.03 -1.30 0.88
C 0.3922 0.5784 -0.0223 -0.36 2.12 -1.56
F 1.6888 0.3387 0.1084 1.36 -0.79 -0.64
Cl 0.0485 1.7150 1.2711 -0.80 0.14 0.29
H -1.4763 -0.3389 0.2220 0.53 -0.69 -0.15
H 0.1242 1.0352 -1.0134 0.73 0.23 0.86
```
Positions in Å, forces in eV/Å.

Okay, here come the Mulliken numbers, in e, for every atom: -0.25 0.16 -0.24 0.18 -0.23 -0.17 0.28 0.26



# 2
The following is a DFT calculation (ωB97M-V/def2-TZVPD) of a 2-piece molecular cluster, C2H2ClF3 overall.

The HOMO-LUMO gap (spin up / spin down) comes out at 0.3596 / 0.3014 hartree. The HOMO energy (spin up / spin down) comes out at -0.351 / -0.328 Ha. Its calculated total energy is -837.0335 a.u.

Structure (XYZ):
```
8
Properties=species:S:1:pos:R:3:forces:R:3
C -1.6951 0.1255 -0.4326 0.51 -1.49 0.47
C 1.1767 -0.1574 0.4015 -0.67 -1.48 0.92
F -1.4960 1.0310 -1.3321 -0.20 2.38 -0.96
F 1.2729 0.4437 1.5539 -0.37 0.73 1.16
F 1.2833 -1.4785 0.6355 -0.16 0.26 -0.48
Cl 2.2557 0.4549 -0.6916 1.03 0.51 -1.60
H -1.6115 0.3104 0.6064 -0.37 1.12 0.91
H -1.1859 -0.7296 -0.7410 0.22 -2.02 -0.42
```
Positions in Å, forces in eV/Å.

Okay, here come the Mulliken numbers, in e, for every atom: -0.33 0.40 -0.19 -0.18 -0.19 -0.09 0.30 0.27



# 3
The following is a DFT calculation (ωB97M-V/def2-TZVPD) of C2H2ClF3N2 as an isolated structure.

The HOMO-LUMO gap (spin up / spin down) comes out at 0.2362 / 0.3048 hartree. The HOMO energy (spin up / spin down) comes out at -0.227 / -0.410 Ha. Its calculated total energy is -946.4839 a.u. As for the spin multiplicity: 3. As for the expectation value of S²: 2.0092.

Structure (XYZ):
```
10
Properties=species:S:1:pos:R:3:forces:R:3
C -0.0494 -0.4687 -0.2101 1.08 -1.01 1.18
C 1.3529 -0.0976 -0.1676 0.75 -1.07 -1.02
N -0.6220 -1.4037 -0.6994 -2.59 -1.84 -2.07
N -1.0035 1.1499 0.3388 -2.30 2.23 2.96
F 1.6339 0.8752 -1.0144 0.20 0.54 -1.16
F 2.1693 -1.1471 -0.3786 0.25 -0.15 -0.42
F 1.6740 0.3614 1.0086 0.42 0.78 2.36
Cl -2.6605 0.6588 0.4238 0.62 0.88 0.03
H -1.6922 -1.4883 -0.6446 1.98 0.05 0.25
H -0.8025 1.5603 1.3435 -0.42 -0.42 -2.12
```
Positions in Å, forces in eV/Å.

Okay, here come the Mulliken numbers, in e, for every atom: 0.01 0.93 -0.47 -0.22 -0.26 -0.26 -0.25 -0.08 0.28 0.31



# 4
The following is a DFT calculation (ωB97M-V/def2-TZVPD) of a 2-piece molecular cluster, C2H2ClN3O overall.

The HOMO-LUMO gap (spin up / spin down) comes out at 0.2899 / 0.2655 hartree. The HOMO energy (spin up / spin down) comes out at -0.398 / -0.404 Ha. Its calculated total energy is -776.9181 a.u.

Structure (XYZ):
```
9
Properties=species:S:1:pos:R:3:forces:R:3
C -0.7584 2.2084 -0.0316 -0.34 -3.07 0.65
C 0.0871 -1.0913 -0.0924 0.74 -1.38 -0.80
N -0.6003 3.3057 -0.2870 0.35 2.38 -0.53
N 1.2809 -0.4602 -0.0260 -0.01 0.02 0.05
N -0.9263 -0.3584 0.5155 -1.11 2.03 0.89
O -0.0899 -2.2052 -0.5360 0.04 0.07 -0.04
Cl -2.4703 -0.7982 0.2063 0.42 -0.20 -0.18
H 1.3732 0.4063 0.4708 0.00 0.08 0.04
H 2.1040 -1.0072 -0.2197 -0.10 0.08 -0.07
```
Positions in Å, forces in eV/Å.

Okay, here come the Mulliken numbers, in e, for every atom: 0.10 0.63 -0.23 -0.32 -0.22 -0.53 0.10 0.23 0.24



# 5
The following is a DFT calculation (ωB97M-V/def2-TZVPD) of a 2-piece molecular cluster, C2H2ClN3O7 overall.

The HOMO-LUMO gap (spin up / spin down) comes out at 0.3308 / 0.3307 hartree. The HOMO energy (spin up / spin down) comes out at -0.382 / -0.382 Ha. Its calculated total energy is -1228.1090 a.u.

Structure (XYZ):
```
15
Properties=species:S:1:pos:R:3:forces:R:3
C 0.6977 -0.7578 2.3556 -0.49 -1.28 0.61
C -0.8248 -0.2025 -0.6209 -0.80 0.50 -0.48
N 0.1502 -0.1513 -1.5152 -1.85 1.17 2.12
N -1.3620 -1.4962 -0.0716 -0.96 0.02 -0.96
N 0.8983 2.2281 -1.2340 0.90 -1.41 3.53
O 0.8731 -0.9079 -2.0522 0.38 -0.77 -0.01
O -1.0082 -2.5434 -0.5723 0.33 0.70 0.45
O 1.3295 3.1328 -1.8303 0.38 1.80 -1.09
O 0.3417 1.2915 -2.0011 -1.41 -1.27 -2.88
O -2.2730 -1.3381 0.7275 1.11 -0.76 -0.17
O 0.9388 1.9665 -0.0518 0.16 0.73 -0.19
O 0.7697 -0.6076 1.1715 0.30 -0.21 -0.02
Cl -1.8687 1.1032 -0.1138 1.36 -0.49 -0.87
H 0.1393 -1.6869 2.7942 0.77 1.49 -0.36
H 1.1986 -0.0306 3.0144 -0.18 -0.20 0.33
```
Positions in Å, forces in eV/Å.

Okay, here come the Mulliken numbers, in e, for every atom: -0.17 0.21 0.76 1.05 1.07 -0.54 -0.55 -0.58 -0.36 -0.56 -0.45 -0.31 -0.06 0.22 0.28



# 6
The following is a DFT calculation (ωB97M-V/def2-TZVPD) of a 2-piece molecular cluster, C2H2ClNO overall.

The HOMO-LUMO gap comes out at 0.2448 hartree. The HOMO energy comes out at -0.302 Ha. Its calculated total energy is -667.4364 a.u.

Structure (XYZ):
```
7
Properties=species:S:1:pos:R:3:forces:R:3
C 0.2361 -1.3911 0.3594 -0.71 0.10 1.02
C -0.1874 1.4631 -0.4823 -0.38 -3.88 2.07
N 0.7404 -1.0187 -0.6816 0.29 1.96 -1.28
O -0.8460 1.2762 0.4819 0.58 0.87 -1.06
Cl 0.0860 2.8014 -1.4088 0.22 0.94 -0.72
H 0.3870 -2.3925 0.7629 0.10 -0.27 -0.10
H -0.4162 -0.7384 0.9685 -0.10 0.28 0.06
```
Positions in Å, forces in eV/Å.

Okay, here come the Mulliken numbers, in e, for every atom: -0.09 0.34 -0.38 -0.32 -0.03 0.30 0.19



# 7
The following is a DFT calculation (ωB97M-V/def2-TZVPD) of C2H2ClNO2 as an isolated structure.

The HOMO-LUMO gap comes out at 0.3795 hartree. The HOMO energy comes out at -0.374 Ha. Its calculated total energy is -742.6586 a.u.

Structure (XYZ):
```
8
Properties=species:S:1:pos:R:3:forces:R:3
C -0.6127 -0.9697 -0.5633 -5.33 0.74 -0.29
C -0.6205 0.1112 0.1608 2.70 0.51 1.17
N 1.1785 0.7362 0.3726 -5.06 -0.74 -0.74
O 1.9822 0.1815 -0.2983 0.85 -0.08 0.22
O 1.1504 1.7576 0.9703 1.35 0.62 0.57
Cl -1.7452 0.9429 1.1165 0.54 -0.08 -0.70
H -1.6122 -1.3824 -0.9845 1.96 0.44 0.99
H 0.2795 -1.3775 -0.7742 2.99 -1.41 -1.23
```
Positions in Å, forces in eV/Å.

Okay, here come the Mulliken numbers, in e, for every atom: -0.53 0.30 0.74 -0.51 -0.48 -0.09 0.21 0.36



# 8
The following is a DFT calculation (ωB97M-V/def2-TZVPD) of a 2-piece molecular cluster, C2H2ClNO2 overall.

The HOMO-LUMO gap (spin up / spin down) comes out at 0.2956 / 0.2957 hartree. The HOMO energy (spin up / spin down) comes out at -0.392 / -0.392 Ha. Its calculated total energy is -742.5816 a.u.

Structure (XYZ):
```
8
Properties=species:S:1:pos:R:3:forces:R:3
C 0.9537 -0.5845 0.5721 2.57 -1.29 0.47
C -0.0574 -0.0997 -0.0483 -2.55 -2.42 -1.90
N -0.7542 1.1876 -0.3637 2.24 -1.11 3.26
O -1.3358 1.4164 -1.3324 -1.46 -0.03 -2.77
O -0.5532 1.9152 0.5895 0.06 0.62 0.29
Cl -1.3928 -2.0592 -1.0366 1.53 2.54 1.20
H 1.2541 -1.6548 0.6841 -1.38 0.56 -0.62
H 1.8855 -0.1210 0.9354 -1.02 1.12 0.06
```
Positions in Å, forces in eV/Å.

Okay, here come the Mulliken numbers, in e, for every atom: -0.34 0.05 0.96 -0.46 -0.48 -0.31 0.29 0.30